[1]
The following is a quantum chemistry calculation of a 9-piece molecular cluster, C27H72O27S9 overall in a non-equilibrium geometry, from OMol25.

Each line ends with the Löwdin charge.
Positions of all 135 atoms, in Å:
C 1.16353 0.62199 5.70121  -0.06
C 1.06689 -0.79836 6.22231  -0.28
O 2.21351 -1.59453 5.87034  -0.29
S 3.29303 -1.97499 7.03479  0.61
C 2.39040 -3.38704 7.67475  -0.10
O 4.46511 -2.41547 6.34255  -0.28
O 3.30822 -0.95167 8.03539  -0.27
H 1.64560 1.28242 6.42095  0.08
H 0.15817 1.00849 5.53386  0.08
H 1.71962 0.59424 4.76549  0.08
H 0.77339 -0.88696 7.26880  0.12
H 0.25813 -1.30695 5.68909  0.12
H 1.37640 -3.03703 7.84404  0.07
H 2.89804 -3.92022 8.47291  0.08
H 2.31734 -4.11237 6.85967  0.05
C -5.25839 -6.09421 -0.28850  -0.06
C -3.86479 -5.98923 -0.85075  -0.28
O -3.30622 -4.77427 -0.34048  -0.27
S -2.01125 -4.06802 -0.97258  0.61
C -0.91723 -5.50665 -1.00414  -0.10
O -2.25906 -3.57991 -2.29824  -0.27
O -1.58038 -3.14077 0.06818  -0.31
H -5.84134 -6.86780 -0.79391  0.09
H -5.75669 -5.14058 -0.45718  0.09
H -5.30993 -6.37018 0.76297  0.08
H -3.27016 -6.87302 -0.58567  0.12
H -3.81985 -6.06138 -1.94339  0.13
H -0.93765 -5.89336 0.01113  0.08
H 0.02789 -5.15835 -1.40542  0.07
H -1.42368 -6.23239 -1.63494  0.06
C 2.82370 -2.46683 2.62452  -0.04
C 3.23081 -3.95494 2.67492  -0.25
O 3.09291 -4.34197 4.05562  -0.28
S 3.69258 -5.77965 4.46367  0.61
C 5.28583 -5.22615 5.10342  -0.10
O 2.89843 -6.32403 5.53143  -0.28
O 3.94221 -6.57144 3.28171  -0.29
H 1.73617 -2.56468 2.60680  0.07
H 3.17339 -2.09739 1.66043  0.08
H 3.18690 -1.88911 3.46477  0.07
H 2.64130 -4.57980 2.00704  0.12
H 4.27962 -4.07540 2.38779  0.12
H 5.07965 -4.64177 5.99682  0.04
H 5.70342 -4.54603 4.36313  0.07
H 5.98272 -6.02670 5.33015  0.08
C 4.04914 3.82932 0.76170  -0.06
C 3.88386 3.19626 -0.61680  -0.26
O 5.11405 3.35017 -1.32999  -0.25
S 5.08627 4.06279 -2.77114  0.61
C 5.31496 5.76319 -2.21924  -0.10
O 6.25189 3.63306 -3.48905  -0.27
O 3.76641 3.92671 -3.34489  -0.29
H 3.22507 3.59350 1.43187  0.07
H 4.08861 4.91363 0.62581  0.07
H 4.99692 3.55552 1.22525  0.08
H 3.74847 2.13582 -0.39890  0.10
H 3.02362 3.56815 -1.16809  0.10
H 5.32839 6.41395 -3.09390  0.07
H 6.21279 5.79040 -1.61331  0.07
H 4.41105 6.08975 -1.70291  0.05
C -0.21788 3.66792 1.38433  -0.04
C 0.37926 4.31355 0.13075  -0.24
O 1.36423 5.26191 0.60589  -0.28
S 1.50870 6.68980 -0.12366  0.59
C -0.12116 7.40000 0.01958  -0.10
O 2.48335 7.43795 0.60285  -0.27
O 1.75197 6.48870 -1.54393  -0.30
H -0.60965 4.48131 1.99725  0.08
H 0.49164 2.97535 1.82148  0.06
H -1.13221 3.11445 1.15689  0.09
H 0.92139 3.55019 -0.42504  0.09
H -0.35917 4.79808 -0.50341  0.08
H -0.52996 7.06890 0.97311  0.08
H -0.68937 7.15198 -0.87260  0.06
H -0.10364 8.48849 0.06526  0.08
C -6.93347 -1.00724 3.73104  -0.07
C -6.81513 -2.31238 4.52785  -0.26
O -5.54576 -2.96841 4.45311  -0.25
S -5.15018 -3.69445 3.07217  0.59
C -4.02857 -2.56349 2.27843  -0.11
O -4.44620 -4.90561 3.38245  -0.28
O -6.32649 -3.81554 2.25698  -0.29
H -7.81896 -0.47081 4.07156  0.08
H -6.95832 -1.22512 2.66449  0.07
H -6.12574 -0.29756 3.92287  0.08
H -6.91367 -2.03302 5.57759  0.12
H -7.60051 -3.03254 4.30883  0.12
H -4.21239 -1.56855 2.68252  0.06
H -4.26401 -2.66064 1.22307  0.06
H -2.97683 -2.76338 2.46399  0.07
C -4.60572 5.61315 -5.38276  -0.07
C -3.14315 5.97345 -5.17648  -0.27
O -2.81649 5.96036 -3.77544  -0.28
S -2.20777 4.57089 -3.17330  0.61
C -0.44808 4.85022 -3.53641  -0.08
O -2.41699 4.64798 -1.75609  -0.29
O -2.67690 3.43621 -3.91561  -0.28
H -4.74410 5.45332 -6.45966  0.08
H -5.30242 6.41211 -5.13797  0.08
H -4.90103 4.68214 -4.90427  0.07
H -2.41829 5.41942 -5.77351  0.12
H -3.01720 7.02847 -5.43736  0.12
H -0.30346 5.91331 -3.38544  0.06
H -0.33061 4.56470 -4.57970  0.07
H 0.09938 4.15355 -2.90787  0.05
C -0.21555 -0.20654 1.94197  -0.05
C 0.92650 0.24669 1.07519  -0.28
O 0.42940 0.96206 -0.05688  -0.28
S 0.97821 0.58560 -1.52643  0.61
C 0.11969 -0.94735 -1.72432  -0.11
O 0.45934 1.58058 -2.43891  -0.26
O 2.39185 0.33691 -1.40298  -0.27
H 0.05326 -0.73670 2.85753  0.07
H -0.84136 -0.94084 1.42024  0.06
H -0.88604 0.60349 2.23220  0.08
H 1.50166 0.99417 1.63778  0.11
H 1.70683 -0.49693 0.91539  0.10
H 0.58285 -1.72695 -1.12872  0.07
H 0.08147 -1.12159 -2.79782  0.05
H -0.89326 -0.78473 -1.36212  0.08
C -0.56627 -1.88404 -5.57583  -0.07
C 0.50683 -1.75501 -6.63647  -0.28
O 0.16872 -0.65945 -7.49268  -0.26
S 1.17464 -0.41189 -8.76768  0.61
C 0.26437 -1.35575 -9.99754  -0.11
O 1.08018 0.98020 -9.08622  -0.27
O 2.45626 -1.01730 -8.54025  -0.28
H -0.70983 -0.96305 -5.01043  0.07
H -0.40565 -2.69856 -4.86862  0.07
H -1.52583 -2.12397 -6.04088  0.08
H 1.47196 -1.48119 -6.20231  0.12
H 0.62230 -2.71613 -7.14683  0.12
H 0.19830 -2.39624 -9.68575  0.07
H 0.94854 -1.42893 -10.84612  0.07
H -0.63759 -0.79339 -10.20023  0.07

Calculated values
- Strongest force on any atom: 2.3 eV/A
- LUMO level: -0.0017 hartree
- Total charge: 0
- Electronic energy: -6686.95099 a.u.
- SMILES string: CCOS(C)(=O)=O.CCOS(C)(=O)=O.CCOS(C)(=O)=O.CCOS(C)(=O)=O.CCOS(C)(=O)=O.CCOS(C)(=O)=O.CCOS(C)(=O)=O.CCOS(C)(=O)=O.CCOS(C)(=O)=O
- Gap between HOMO and LUMO: 10.54 eV

[2]
The following is a quantum chemistry calculation of a 9-piece molecular cluster, C27H72O9 overall in a non-equilibrium geometry, from OMol25.

Each line ends with the Löwdin charge.
Positions of all 108 atoms, in Å:
C -4.63183 3.57729 6.40022  -0.05
C -5.04099 3.93674 4.95063  -0.55
C -5.81303 2.97877 4.14863  -0.05
O -5.78195 5.08433 5.11697  -0.04
H -5.36853 3.61276 7.20279  0.08
H -3.98065 4.39212 6.71663  0.07
H -4.07283 2.65076 6.53117  0.08
H -4.08877 4.22937 4.50821  0.13
H -5.53851 1.92911 4.04399  0.08
H -6.07333 3.34611 3.15595  0.09
H -6.69364 2.84957 4.77786  0.09
H -5.17834 5.60514 5.65178  0.09
C -4.98781 -1.95695 9.63948  -0.04
C -5.58062 -3.38145 10.04953  -0.52
C -4.66102 -4.56690 9.78355  -0.07
O -6.09775 -3.41826 11.31718  -0.03
H -4.92506 -1.86682 8.55502  0.07
H -4.13217 -1.73905 10.27862  0.07
H -5.75064 -1.24533 9.95538  0.07
H -6.41518 -3.54222 9.36706  0.13
H -5.17233 -5.45732 9.41776  0.07
H -3.92560 -4.76435 10.56347  0.08
H -4.09418 -4.41824 8.86448  0.07
H -5.46620 -3.11986 11.97574  0.10
C 3.31070 4.43532 5.09502  -0.05
C 4.79296 4.49675 4.48195  -0.46
C 5.66936 3.33327 4.89769  -0.08
O 4.69237 4.49624 3.06368  -0.06
H 3.34057 4.34995 6.18126  0.07
H 2.82774 3.51185 4.77557  0.06
H 2.68845 5.20786 4.64325  0.07
H 5.16985 5.43360 4.89229  0.13
H 6.00697 3.38248 5.93292  0.08
H 6.56355 3.31419 4.27466  0.08
H 5.23293 2.35397 4.70122  0.08
H 4.66004 3.60883 2.69891  0.09
C -1.86617 -5.53420 0.01482  -0.07
C -0.69014 -4.73266 0.55851  -0.48
C -0.82997 -4.36907 2.05011  -0.06
O 0.39501 -5.65916 0.51428  -0.06
H -1.94946 -6.58929 0.27547  0.08
H -1.83336 -5.47973 -1.07332  0.07
H -2.79430 -5.10158 0.38833  0.07
H -0.57896 -3.81065 -0.01213  0.14
H 0.17738 -3.97302 2.17850  0.06
H -0.81986 -5.15252 2.80787  0.08
H -1.51939 -3.55997 2.29127  0.08
H 1.20457 -5.14719 0.45013  0.08
C 7.06422 -0.27865 13.55817  -0.09
C 6.55261 -1.71237 13.75379  -0.43
C 5.32928 -1.68035 14.71109  -0.06
O 6.01193 -2.20218 12.48050  -0.07
H 6.31478 0.50799 13.47080  0.08
H 7.71805 -0.12001 12.70059  0.07
H 7.79810 0.05988 14.28955  0.07
H 7.41435 -2.29049 14.08737  0.13
H 5.23102 -2.73068 14.98541  0.07
H 4.39340 -1.34454 14.26448  0.08
H 5.48251 -1.10228 15.62238  0.08
H 6.74611 -2.52627 11.95367  0.08
C 3.76317 -10.14071 4.90757  -0.06
C 4.58828 -8.85742 5.01028  -0.44
C 5.43403 -8.60691 6.36300  -0.03
O 5.38422 -8.78199 3.78514  -0.08
H 4.32533 -11.05790 4.73198  0.08
H 3.12810 -9.99512 4.03374  0.08
H 3.25572 -10.21407 5.86946  0.08
H 3.96009 -7.96827 4.95649  0.12
H 5.82341 -7.58913 6.33862  0.07
H 6.24331 -9.33450 6.42453  0.07
H 4.75106 -8.78638 7.19334  0.07
H 4.75359 -9.00271 3.09581  0.07
C 0.10738 4.51932 11.77180  -0.05
C 0.62694 3.35624 10.93580  -0.55
C 2.14617 3.37956 10.92855  -0.06
O 0.03482 2.22538 11.45838  -0.04
H -0.97660 4.44361 11.85754  0.08
H 0.54277 5.45907 11.43206  0.08
H 0.60679 4.23943 12.69935  0.08
H 0.17672 3.35202 9.94314  0.13
H 2.46956 4.40612 10.75624  0.08
H 2.63155 2.83804 10.11660  0.07
H 2.60361 2.93683 11.81334  0.09
H 0.72196 1.56113 11.36781  0.09
C 1.72451 -3.71369 8.44130  -0.06
C 1.92141 -2.20067 8.45815  -0.49
C 0.84683 -1.42332 7.61372  -0.04
O 1.83338 -1.77045 9.78363  -0.07
H 2.22787 -4.20538 9.27374  0.08
H 2.01683 -4.20238 7.51187  0.07
H 0.65171 -3.90477 8.46758  0.08
H 2.93211 -1.88265 8.20234  0.13
H 1.05969 -0.36221 7.48393  0.07
H -0.21353 -1.42900 7.86613  0.07
H 0.86031 -2.06095 6.72978  0.07
H 2.57184 -2.14943 10.26597  0.08
C 9.02141 -3.77141 6.06754  -0.07
C 9.27203 -3.18636 7.47017  -0.45
C 8.69058 -1.74291 7.48919  -0.07
O 8.44735 -3.90100 8.42472  -0.06
H 9.23449 -4.77912 5.71085  0.07
H 9.59267 -3.17497 5.35619  0.07
H 7.93993 -3.73460 5.93664  0.08
H 10.33654 -3.08668 7.68224  0.13
H 8.99239 -1.09870 6.66336  0.08
H 8.78370 -1.31368 8.48678  0.07
H 7.60555 -1.77014 7.38881  0.07
H 8.98834 -4.57618 8.84075  0.08

Calculated values
- Strongest force on any atom: 3.3 eV/A
- LUMO level: 0.0073 hartree
- Total charge: 0
- Electronic energy: -1748.86169 a.u.
- SMILES string: CC(C)O.CC(C)O.CC(C)O.CC(C)O.CC(C)O.CC(C)O.CC(C)O.CC(C)O.CC(C)O
- Gap between HOMO and LUMO: 10.06 eV